DFT (the ωB97M-V functional and the def2-TZVPD basis) results for a molecular structure, C35H29BrN3O2S4Y.

The geometry in ORCA input format:
```
! wB97M-V def2-TZVPD RIJCOSX def2/J DEFGRID3
* xyz 0 1
Y -0.1681 -0.6360 0.1167
S -2.1258 -2.6494 0.7717
C -3.6537 -2.1223 0.1191
C -4.8468 -2.6813 0.6189
C -6.0868 -2.2906 0.1640
C -6.2188 -1.3139 -0.8240
C -5.0715 -0.7539 -1.3471
C -3.8129 -1.1560 -0.8924
S -2.4090 -0.3733 -1.6140
C -1.8486 -1.5645 -2.8843
C -0.5415 -2.3154 -2.7499
C 0.0450 -2.8568 -3.8887
C 1.1236 -3.7088 -3.7414
C 1.5631 -4.0430 -2.4682
C 0.9363 -3.4520 -1.3863
C 1.2333 -3.8334 0.0428
S 1.7887 -2.4016 1.0266
C 1.1016 -2.7368 2.6452
C 1.5529 -3.9149 3.2443
C 1.0900 -4.3065 4.4827
C 0.1767 -3.4842 5.1366
C -0.2453 -2.3077 4.5576
C 0.1956 -1.8773 3.2928
S -0.4113 -0.3089 2.7531
N -0.0486 -2.5619 -1.5425
H -4.7658 -3.4295 1.3967
H -6.9707 -2.7485 0.5916
H -7.1940 -1.0001 -1.1698
H -5.1354 0.0050 -2.1171
H -1.8601 -1.0524 -3.8464
H -2.6467 -2.3102 -2.9091
H -0.3494 -2.6147 -4.8663
H 1.6018 -4.1348 -4.6142
H 2.3664 -4.7505 -2.3148
H 1.9836 -4.6207 0.0849
H 0.3050 -4.1897 0.4949
H 2.2808 -4.5272 2.7251
H 1.4407 -5.2246 4.9337
H -0.2055 -3.7620 6.1109
H -0.9523 -1.6752 5.0781
O 2.9188 -0.2271 -2.8697
C 2.6161 0.8542 -3.6466
C 3.4327 1.1920 -4.7228
C 3.1701 2.3092 -5.4965
C 2.0724 3.1065 -5.2072
C 1.2554 2.7491 -4.1470
C 1.4989 1.6358 -3.3455
C 0.5227 1.3888 -2.2080
O 0.4972 0.1393 -1.7010
N 0.8269 2.3381 -1.0949
N 1.0123 1.8239 0.1360
C 1.5113 2.5926 1.0269
C 1.9222 2.1553 2.3674
Br 3.0197 0.6166 2.4429
C 1.7308 2.8550 3.4850
C 0.8898 4.0533 3.6370
C 1.1269 4.8830 4.7342
C 0.3810 6.0327 4.9341
C -0.6290 6.3676 4.0432
C -0.8935 5.5375 2.9632
C -0.1454 4.3877 2.7611
H 3.7247 -0.6258 -3.2142
H 4.2943 0.5703 -4.9446
H 3.8236 2.5516 -6.3244
H 1.8473 3.9800 -5.8032
H 0.3731 3.3459 -3.9350
H -0.4764 1.6684 -2.5845
H 1.3201 3.1936 -1.3103
H 1.7183 3.6385 0.7874
H 2.2429 2.5251 4.3809
H 1.9122 4.6217 5.4336
H 0.5844 6.6644 5.7890
H -1.2185 7.2619 4.1974
H -1.6982 5.7738 2.2790
H -0.4014 3.7251 1.9453
*
```

Values from the calculation:
- Kohn-Sham gap: 6.81 eV
- HOMO level: -6.59 eV

Atomic partial charges in e from the Mulliken method, atoms 1 to 5: atom 1 (Y): 0.14, atom 2 (S): -0.27, atom 3 (C): 0.43, atom 4 (C): -0.68, atom 5 (C): -0.46

---

DFT (the ωB97M-V functional and the def2-TZVPD basis) results for a molecular structure, C35H29CoN5O3S3 at a distorted geometry.

The geometry in ORCA input format:
```
! wB97M-V def2-TZVPD RIJCOSX def2/J DEFGRID3
* xyz -2 4
Co 0.1777 0.1605 0.5179
C 2.5171 3.5044 0.4047
C 2.1972 4.0517 -0.9328
C 1.8853 5.3200 -1.1881
C 1.5584 5.5524 -2.6163
C 0.6012 4.0689 -3.9115
C 0.1720 2.6623 -3.5469
C -0.3200 1.7178 -4.6124
C 1.1421 2.3069 -2.5179
N 0.5328 1.2532 -1.8220
C 2.5359 -0.6723 -1.7871
O 3.2959 -0.8352 -2.7486
C 1.6266 -1.6840 -1.3095
C 1.7253 -2.9531 -1.9165
C 0.9691 -4.0111 -1.4955
C 0.0598 -3.7868 -0.4444
C -0.0429 -2.5230 0.0866
N 0.7073 -1.4677 -0.2939
C -1.0946 -2.2433 1.1053
O -1.8208 -3.1389 1.5617
N -1.1844 -0.9423 1.3665
C -2.1324 -0.4954 2.2919
C -3.2290 0.2564 1.8435
C -3.4388 0.4364 0.3700
C -4.1047 0.8041 2.7669
C -3.9216 0.6024 4.1237
C -2.8713 -0.1846 4.5586
C -1.9781 -0.7507 3.6637
C -0.8647 -1.6288 4.1377
H 2.6530 4.3106 1.1245
H 3.4128 2.8862 0.3756
H 1.7059 2.8579 0.7410
H 1.7789 6.0923 -0.4442
H 1.9032 6.5073 -3.0201
H 0.5026 4.2804 -4.9778
H -1.3106 2.0164 -4.9578
H -0.3698 0.7144 -4.1965
H 0.3685 1.7166 -5.4572
H 2.4488 -3.0466 -2.7146
H 1.0550 -4.9912 -1.9484
H -0.5746 -4.5651 -0.0477
H -3.7367 -0.5135 -0.0789
H -2.5014 0.7420 -0.0997
H -4.2079 1.1823 0.1678
H -4.9459 1.3945 2.4190
H -4.5961 1.0572 4.8406
H -2.7395 -0.3635 5.6192
H -0.8538 -1.6987 5.2245
H 0.0929 -1.2402 3.7918
H -0.9849 -2.6251 3.7132
S 3.6121 0.1908 0.3629
C 2.5357 0.5901 -0.9403
N 1.2636 1.0472 -0.6225
C -0.3038 2.4947 -2.0909
C -0.8405 3.5906 -1.3479
C -0.7955 4.8302 -1.8600
C 0.0701 5.2184 -3.0160
C 2.0322 4.2826 -3.3387
C 2.2463 3.2330 -2.2085
S 3.5950 1.9749 -2.1752
H -1.3620 3.3655 -0.4306
H -1.3228 5.6411 -1.3743
H -0.4029 6.0286 -3.5816
H 2.8615 4.3557 -4.0398
O -0.6486 1.8209 1.1373
N -0.6752 2.1707 2.4055
C -1.6363 3.0277 2.8041
C -1.7137 3.4763 4.0966
C -0.7678 3.0352 5.0254
C 0.2076 2.1519 4.6062
C 0.2635 1.6940 3.2873
S 1.4491 0.6200 2.7298
H -2.3186 3.3346 2.0257
H -2.4954 4.1663 4.3755
H -0.7999 3.3755 6.0502
H 0.9629 1.7850 5.2813
*
```

Values from the calculation:
- Kohn-Sham gap (spin up / spin down): 3.90 / 5.16 eV
- <S²>: 3.80
- HOMO level (spin up / spin down): 0.50 / -1.07 eV
- Energy above the lowest of the compared OMol25 structures with the same formula, charge and spin: 7.249 eV

Atomic partial charges in e from the Mulliken method, atoms 1 to 5: atom 1 (Co): -1.10, atom 2 (C): -1.60, atom 3 (C): 0.56, atom 4 (C): -1.49, atom 5 (C): 0.01

---

Number 1: electronic energy -5871.089702 hartree. Number 2: electronic energy -4427.789510 hartree.